(1)
The following is a quantum chemistry calculation of a molecular structure, C7H8O2, from OMol25.

```
17
Properties=species:S:1:pos:R:3:nbo_charge:R:1
C 2.1396 -1.2761 0.1044 -0.358
C 2.9442 -0.1239 0.2452 0.114
C 0.8479 -0.7110 -0.1159 0.212
C 0.9006 0.6657 -0.1365 0.140
C -0.3001 1.4241 -0.3933 -0.469
C -1.3480 -0.2378 -0.5389 0.198
C -2.4795 -0.1890 0.5360 -0.644
O 2.2195 1.0131 0.1119 -0.396
O -0.3814 -1.2212 -0.3963 -0.503
H 2.4376 -2.2919 0.4295 0.243
H 3.9045 -0.0160 0.6296 0.196
H -0.6949 1.9013 0.4748 0.223
H -0.2686 1.7602 -1.5072 0.238
H -1.9339 -0.2414 -1.5151 0.170
H -2.9157 -1.1177 0.5340 0.218
H -3.1695 0.4662 0.1775 0.208
H -1.9023 0.1953 1.3602 0.211
```

Summary:
E ... -11479.975 eV
Multiplicity ... 1
Relative energy (zero: lowest compared OMol25 entry of this formula, charge and spin) ... 3.5846 eV
Highest occupied orbital energy ... -7.893 eV
Lowest unoccupied orbital energy ... 1.014 eV
Gap between HOMO and LUMO ... 8.9 eV

(2)
The following is a quantum chemistry calculation of C7H8O3 in the gas phase, from OMol25.

```
18
Properties=species:S:1:pos:R:3:nbo_charge:R:1
C 3.2202 0.6538 0.1132 -0.341
C 1.8622 0.6342 -0.1000 -0.244
C 1.0198 -0.4872 0.1644 0.271
O 1.7381 -1.6149 0.3867 -0.661
C -0.3566 -0.2941 0.2936 0.154
O -0.9445 -1.5517 0.2938 -0.498
C -2.1334 -1.4760 -0.3080 0.161
C -2.4679 -0.2442 -0.7769 -0.351
C -1.4364 0.7527 -0.1918 0.030
O -2.1556 1.5218 0.8219 -0.717
H 3.6106 1.6110 -0.0568 0.184
H 3.8901 -0.0310 0.4605 0.202
H 1.4045 1.4779 -0.5661 0.205
H 1.2368 -2.2525 0.9140 0.498
H -2.7266 -2.4802 -0.3459 0.213
H -3.2833 0.1298 -1.3858 0.237
H -0.9904 1.4734 -0.9308 0.188
H -1.4876 2.1773 1.2139 0.468
```

Summary:
E ... -13527.664 eV
Multiplicity ... 1
Relative energy (zero: lowest compared OMol25 entry of this formula, charge and spin) ... 3.5927 eV
Highest occupied orbital energy ... -7.976 eV
Lowest unoccupied orbital energy ... 0.323 eV
Gap between HOMO and LUMO ... 8.3 eV